H24O12 | ωB97M-V/def2-TZVPD

The geometry in XYZ format:
```
36
Properties=species:S:1:pos:R:3:mulliken_charge:R:1
O -57.098 30.529 -14.811 -0.64
H -56.914 31.333 -14.184 0.30
H -57.875 30.965 -15.007 0.27
O -56.600 27.997 -11.507 -0.71
H -56.647 27.516 -12.314 0.44
H -55.862 28.608 -11.548 0.30
O -56.360 24.888 -15.771 -0.63
H -56.663 25.651 -16.142 0.34
H -55.303 24.948 -15.899 0.37
O -56.595 27.260 -14.108 -0.31
H -55.731 27.062 -14.234 0.11
H -56.345 28.175 -14.332 0.31
O -53.786 26.274 -14.186 -0.52
H -52.888 26.048 -13.990 0.34
H -54.134 25.761 -13.389 0.18
O -59.128 29.322 -12.382 -0.59
H -58.174 29.026 -12.360 0.33
H -58.897 30.183 -12.459 0.26
O -55.727 29.040 -16.625 -0.76
H -55.756 29.613 -17.269 0.26
H -56.449 29.488 -16.095 0.34
O -53.511 29.130 -14.995 -0.63
H -53.472 28.512 -14.247 0.32
H -54.207 29.029 -15.542 0.38
O -55.170 25.511 -11.909 -0.70
H -55.682 24.883 -12.493 0.32
H -55.303 25.267 -11.043 0.25
O -59.333 27.402 -14.969 -0.64
H -59.186 27.989 -14.339 0.33
H -58.579 27.405 -15.579 0.31
O -53.798 25.800 -16.829 -0.74
H -52.898 25.945 -17.335 0.29
H -53.719 26.215 -15.854 0.41
O -57.378 27.103 -17.271 -0.59
H -56.820 27.758 -17.256 0.38
H -57.423 26.879 -18.208 0.31
```

Summary:
structure (SMILES) = O.O.O.O.O.O.O.O.O.O.O.O
gap between HOMO and LUMO = 9.612 eV
ΔE to the lowest compared entry with this formula, charge and spin = 113.6 kcal/mol
E = -24956.7685 eV
spin multiplicity = 1

***

C5H11NOS | ωB97M-V/def2-TZVPD

The geometry in XYZ format:
```
19
Properties=species:S:1:pos:R:3:mulliken_charge:R:1
C 1.102 -0.747 1.085 -1.14
C 0.188 -0.679 -0.151 1.34
O 0.384 -1.986 -0.751 -0.59
C 0.669 0.286 -1.205 -0.91
N 0.755 1.616 -0.541 -0.59
C -1.122 -0.467 0.456 -0.55
C -1.962 0.806 0.706 -0.83
S -2.568 -0.410 -0.641 -0.22
H 1.350 0.498 1.247 0.25
H 0.424 -1.054 2.187 0.26
H 2.113 -1.554 0.863 0.26
H -0.266 -2.088 -1.542 0.37
H 1.773 0.063 -1.524 0.24
H 0.037 0.380 -2.044 0.56
H 0.556 2.394 -1.252 0.22
H 1.609 1.716 -0.106 0.16
H -1.279 -1.341 1.130 0.57
H -1.288 1.599 0.371 0.31
H -2.473 0.967 1.713 0.29
```

Summary:
structure (SMILES) = C[C@](O)(CN)[C@H]1CS1
gap between HOMO and LUMO = 9.583 eV
ΔE to the lowest compared entry with this formula, charge and spin = 106.4 kcal/mol
E = -19732.4824 eV
spin multiplicity = 1

***

C2H2NO4S | ωB97M-V/def2-TZVPD

The geometry in XYZ format:
```
10
Properties=species:S:1:pos:R:3:mulliken_charge:R:1
C 2.320 0.102 0.158 0.48
C 0.926 0.162 -0.187 -0.08
N -2.272 -0.368 0.135 0.60
O 3.280 -0.370 0.603 -0.50
O 1.989 1.242 -0.514 -0.41
O -1.640 -0.214 1.218 -0.60
O -1.733 -0.963 -0.791 -0.55
S -3.761 0.241 0.099 -0.44
H 0.768 -0.374 -1.245 0.20
H 0.124 0.542 0.524 0.30
```

Summary:
gap between HOMO and LUMO = 7.445 eV
ΔE to the lowest compared entry with this formula, charge and spin = 79.0 kcal/mol
E = -22618.7635 eV
total charge = -1
spin multiplicity = 1

***

C3H12N4O | ωB97M-V/def2-TZVPD

The geometry in XYZ format:
```
20
Properties=species:S:1:pos:R:3:mulliken_charge:R:1
C -1.693 -1.237 0.261 -1.08
C 0.609 -1.891 -0.111 -1.16
N -0.331 -0.792 0.014 0.29
C -0.215 0.174 -1.072 -0.63
O -1.063 1.201 -0.990 -0.69
H -0.265 -0.328 -2.061 0.36
H -1.736 -1.747 1.225 0.32
H -2.053 -1.924 -0.519 0.32
H -2.342 -0.366 0.299 0.33
H 1.615 -1.507 -0.288 0.33
H 0.361 -2.566 -0.945 0.35
H 0.613 -2.473 0.812 0.33
N 1.496 1.910 0.459 -0.28
N 1.073 1.213 1.509 -0.20
N 0.597 2.771 0.050 -0.29
H 0.863 0.629 -0.857 0.40
H 1.734 0.521 1.824 0.28
H 0.120 0.832 1.440 0.35
H 1.048 3.422 -0.586 0.26
H -0.433 2.158 -0.464 0.39
```

Summary:
gap between HOMO and LUMO = 8.526 eV
ΔE to the lowest compared entry with this formula, charge and spin = 98.9 kcal/mol
E = -11310.1214 eV
spin multiplicity = 1

***

C14H20ClNO | ωB97M-V/def2-TZVPD

The geometry in XYZ format:
```
37
Properties=species:S:1:pos:R:3:mulliken_charge:R:1
Cl -1.201 -2.477 0.858 -0.25
C -2.773 -1.645 0.551 0.52
C -3.958 -2.304 0.948 -0.83
C -5.061 -1.462 0.716 -0.20
C -5.020 -0.108 -0.020 -1.12
C -3.719 0.459 -0.190 -0.11
C -2.504 -0.152 0.078 0.46
O -1.305 0.050 -0.482 -0.21
C -1.143 1.359 -1.006 -0.96
C 0.236 1.686 -1.183 -1.26
C 1.183 1.622 0.084 0.13
C 2.584 1.767 0.026 -1.07
N 3.385 0.602 -0.138 0.09
C 3.221 -0.259 -0.962 -1.30
C 2.109 -1.237 -0.519 -0.27
C 2.484 -1.375 1.121 -0.74
C 3.371 -0.221 1.315 -0.37
H -3.854 -3.234 1.217 0.60
H -5.938 -2.088 1.155 0.24
H -5.853 0.415 0.014 0.44
H -3.754 1.448 -0.713 0.27
H -1.578 2.137 -0.353 0.51
H -1.777 1.431 -1.834 0.66
H 0.495 2.430 -1.627 1.01
H 0.681 0.728 -1.796 0.07
H 0.648 2.716 0.548 0.27
H 0.789 0.891 0.802 0.14
H 2.792 2.170 -0.964 0.48
H 3.059 2.564 0.841 0.18
H 2.743 0.092 -1.978 0.35
H 4.076 -0.658 -1.333 0.51
H 2.381 -2.292 -0.898 0.38
H 1.072 -1.256 -0.742 0.19
H 1.562 -1.325 1.469 0.34
H 3.094 -2.291 1.491 0.30
H 3.066 0.509 2.228 0.26
H 4.408 -0.696 1.275 0.32
```

Summary:
structure (SMILES) = Clc1ccccc1OCCCCN1CCCC1
gap between HOMO and LUMO = 8.532 eV
ΔE to the lowest compared entry with this formula, charge and spin = 256.8 kcal/mol
E = -30892.1940 eV
spin multiplicity = 1

***

C27H32CsN9O6S2Si | ωB97M-V/def2-TZVPD

The geometry in XYZ format:
```
78
Properties=species:S:1:pos:R:3:mulliken_charge:R:1
Cs -0.129 0.836 -0.789 1.29
C -1.602 -4.301 -2.965 -1.16
Si -0.244 -3.864 -1.714 -0.08
C -1.100 -2.948 -0.324 -0.87
C 0.345 -5.526 -1.013 -1.08
N 1.039 -2.922 -2.276 -0.05
C 1.715 -2.989 -3.412 0.38
C 1.546 -3.961 -4.456 -0.20
C 2.282 -3.963 -5.623 -0.81
C 3.275 -3.014 -5.863 -0.61
C 3.502 -2.065 -4.870 -0.07
C 2.754 -2.055 -3.715 -0.11
O 3.080 -1.116 -2.723 -0.38
C 2.769 0.180 -2.916 0.16
C 1.860 0.645 -3.869 0.07
C 1.605 2.005 -3.967 -0.66
C 2.240 2.919 -3.132 -0.50
C 3.144 2.448 -2.188 -0.50
C 3.413 1.094 -2.084 -0.32
H -2.511 -4.602 -2.436 0.38
H -1.317 -5.115 -3.636 0.38
H -1.850 -3.431 -3.578 0.31
H -1.903 -3.534 0.132 0.36
H -1.548 -2.034 -0.718 0.04
H -0.392 -2.673 0.460 0.26
H -0.489 -6.117 -0.623 0.29
H 1.056 -5.365 -0.199 0.28
H 0.850 -6.117 -1.783 0.30
H 0.787 -4.718 -4.307 0.17
H 2.080 -4.727 -6.368 0.35
H 3.857 -3.017 -6.776 0.34
H 4.270 -1.307 -4.992 0.34
H 1.360 -0.063 -4.516 0.45
H 0.895 2.356 -4.706 0.33
H 2.037 3.978 -3.221 0.37
H 3.655 3.142 -1.531 0.36
H 4.125 0.728 -1.359 0.46
C -2.885 3.781 3.947 -0.41
C -1.910 3.270 4.798 -0.65
C -0.668 2.917 4.298 -0.07
C -0.414 3.095 2.942 0.10
C -1.380 3.606 2.087 -0.20
C -2.622 3.953 2.594 -0.68
N 0.771 2.583 2.320 0.38
N 1.751 2.480 3.072 -0.74
C 2.872 1.831 2.433 0.40
C 4.149 2.262 2.767 -0.46
C 5.220 1.569 2.231 -0.39
C 4.973 0.466 1.422 -0.45
C 3.654 0.121 1.158 -0.65
N 2.621 0.801 1.644 0.01
H -3.872 4.002 4.333 0.36
H -2.136 3.093 5.841 0.35
H 0.080 2.455 4.928 0.42
H -1.190 3.656 1.025 0.53
H -3.396 4.285 1.917 0.38
H 4.278 3.110 3.424 0.43
H 6.235 1.874 2.455 0.38
H 5.780 -0.122 1.008 0.45
H 3.411 -0.723 0.521 0.56
N -1.502 0.123 1.634 -0.09
N -2.807 -0.270 1.952 0.46
C -3.145 -0.855 3.072 0.46
N -4.462 -1.179 3.207 -0.36
N -2.166 -0.950 4.009 -0.44
N -2.396 -1.636 5.134 0.91
O -1.512 -1.580 5.985 -0.69
O -3.391 -2.374 5.294 -0.76
H -0.963 0.227 2.488 0.14
H -1.591 1.013 1.143 -0.13
H -3.512 -0.002 1.228 -0.31
H -5.002 -1.152 2.356 0.19
H -4.637 -1.902 3.885 0.27
O -2.193 2.249 -0.311 -0.76
S -3.119 1.527 -1.245 1.01
O -2.423 0.307 -1.707 -0.83
O -3.527 2.393 -2.337 -0.72
S -4.775 0.987 -0.171 -0.69
```

Summary:
gap between HOMO and LUMO = 5.028 eV
ΔE to the lowest compared entry with this formula, charge and spin = 35.4 kcal/mol
E = -84309.9605 eV
total charge = -2
spin multiplicity = 1

***

C29H36Cl3Ge2N8O4Ti | ωB97M-V/def2-TZVPD

The geometry in XYZ format:
```
83
Properties=species:S:1:pos:R:3:mulliken_charge:R:1
Ti 0.667 1.063 -0.283 0.29
N -3.198 0.150 -0.340 -0.39
N -3.125 -0.978 0.466 -0.35
C -1.936 -1.528 0.795 0.13
N -1.985 -2.626 1.548 -0.20
N -0.828 -0.935 0.338 0.06
N 0.398 -1.550 0.573 0.03
O 0.671 -2.438 1.421 -0.64
O 1.318 -0.543 0.419 0.37
H -3.726 0.872 0.133 0.33
H -3.660 -0.072 -1.214 0.24
H -3.968 -1.415 0.800 0.16
H -2.866 -2.983 1.878 0.19
H -1.130 -3.048 1.862 0.18
C 4.374 0.431 -4.170 -0.63
N 3.259 1.355 -3.913 0.40
C 3.031 2.467 -4.850 -0.98
C 2.495 1.202 -2.893 -0.05
N 1.804 1.079 -1.967 0.44
H 4.288 0.058 -5.190 0.36
H 4.323 -0.402 -3.474 0.07
H 5.320 0.955 -4.045 0.35
H 2.832 2.061 -5.841 0.35
H 3.919 3.097 -4.878 0.34
H 2.178 3.052 -4.518 0.34
Cl -0.948 1.789 1.757 -0.08
C -1.773 3.141 0.840 0.78
Cl -3.400 3.293 1.440 -0.05
Cl -0.858 4.617 1.043 -0.06
C -1.733 2.721 -0.662 -0.08
O -2.673 2.823 -1.383 -0.49
O -0.531 2.287 -0.995 -0.21
C 3.645 -4.632 -2.591 -1.18
Ge 3.068 -3.693 -0.971 0.89
C 3.082 -4.852 0.593 -1.23
C 4.033 -2.023 -0.692 -0.63
Ge 0.733 -3.031 -1.506 -0.50
C 0.372 -1.665 -2.840 0.47
C -0.653 -0.717 -2.793 0.63
C -0.827 0.186 -3.831 -0.84
C 0.002 0.136 -4.945 -0.79
C 1.016 -0.809 -5.012 -0.88
C 1.213 -1.690 -3.957 -0.55
C -0.803 -4.130 -1.165 0.56
C -0.662 -5.279 -0.379 -0.16
C -1.739 -6.125 -0.167 -0.77
C -2.970 -5.825 -0.737 -0.53
C -3.126 -4.688 -1.522 -0.83
C -2.048 -3.847 -1.741 0.13
H 4.661 -4.997 -2.436 0.45
H 3.660 -3.977 -3.460 0.39
H 3.010 -5.490 -2.808 0.40
H 4.123 -5.082 0.827 0.45
H 2.574 -5.796 0.403 0.44
H 2.635 -4.359 1.454 0.38
H 5.106 -2.223 -0.708 0.63
H 3.772 -1.584 0.266 0.09
H 3.804 -1.293 -1.471 -0.20
H -1.312 -0.664 -1.935 -0.12
H -1.615 0.927 -3.771 0.53
H -0.152 0.824 -5.766 0.49
H 1.649 -0.867 -5.889 0.55
H 2.022 -2.409 -4.026 0.43
H 0.291 -5.511 0.084 0.21
H -1.621 -7.017 0.433 0.45
H -3.810 -6.489 -0.581 0.44
H -4.083 -4.475 -1.979 0.46
H -2.170 -2.983 -2.382 0.41
C 2.006 2.366 0.652 -1.59
C 3.393 1.838 0.591 1.05
C 3.841 0.920 1.542 -0.58
C 5.113 0.381 1.464 -0.79
C 5.956 0.752 0.420 0.57
C 5.542 1.706 -0.510 -0.72
C 4.272 2.241 -0.419 -0.50
C 7.240 0.129 0.277 -0.13
N 8.247 -0.403 0.119 -0.46
H 1.877 3.311 0.122 0.37
H 1.662 2.477 1.680 0.79
H 3.184 0.615 2.347 0.41
H 5.452 -0.334 2.201 0.51
H 6.224 2.026 -1.286 0.60
H 3.960 2.998 -1.129 0.63
```

Summary:
expectation value of S² = 0.755
gap between HOMO and LUMO (spin up / spin down) = 7.224 / 6.547 eV
ΔE to the lowest compared entry with this formula, charge and spin = 21.3 kcal/mol
E = -224465.8158 eV
total charge = +2
spin multiplicity = 2

***

C21H32F2N7O5 | ωB97M-V/def2-TZVPD

The geometry in XYZ format:
```
67
Properties=species:S:1:pos:R:3:mulliken_charge:R:1
C 2.825 -2.335 1.162 -1.12
C 1.372 -1.552 0.959 0.44
C 1.321 -0.800 -0.535 -0.84
N -0.080 -0.749 -1.076 0.47
C -1.250 0.175 -0.905 0.15
N -1.274 1.315 -0.160 0.74
C -0.160 1.949 0.625 -0.65
C 0.827 2.878 -0.354 -0.40
O 2.139 3.032 0.303 -0.47
C -2.625 2.064 -0.130 -0.13
O -3.352 2.087 1.022 -0.53
N -3.221 2.801 -1.307 -0.21
C -4.618 3.271 -0.881 0.59
O -4.849 4.590 -0.677 -0.46
F -5.790 2.358 -0.705 -0.19
N -2.523 -0.200 -1.632 -0.35
C -2.046 -1.478 -2.299 0.25
C -3.166 -2.198 -3.227 0.37
C -2.889 -3.754 -3.642 -1.04
F -3.459 -1.319 -4.421 -0.32
N -0.616 -1.753 -1.917 0.64
N -0.022 -2.906 -2.399 -1.03
O 0.205 -2.452 1.013 -0.30
C -0.751 -2.019 2.073 -0.19
C -2.257 -2.640 1.719 0.20
C -2.591 -4.268 1.831 -0.45
C -4.108 -4.788 1.466 -0.38
C -5.326 -3.806 0.967 -0.39
C -5.022 -2.195 0.860 -0.44
C -3.511 -1.679 1.239 -0.11
H 3.697 -1.584 0.867 0.33
H 2.916 -2.572 2.327 0.33
H 2.886 -3.354 0.569 0.30
H 1.300 -0.749 1.812 0.20
H 2.097 -1.397 -1.196 0.26
H 1.825 0.268 -0.364 0.18
H 0.454 1.191 1.290 0.07
H -0.646 2.722 1.393 0.50
H 0.332 3.890 -0.672 0.37
H 1.013 2.196 -1.315 0.25
H 2.609 3.750 -0.218 0.35
H -2.678 3.660 -1.554 0.35
H -4.186 -2.195 -2.606 0.19
H -3.881 -4.293 -4.030 0.31
H -2.179 -3.723 -4.601 0.31
H -2.321 -4.398 -2.848 0.31
H 1.019 -2.882 -2.366 0.28
H -0.244 -2.899 -3.440 0.29
H -0.422 -2.435 3.131 0.39
H -0.864 -0.836 2.112 0.13
H -1.749 -5.009 2.167 0.31
H -4.349 -5.944 1.559 0.29
H -6.389 -4.216 0.698 0.33
H -5.869 -1.436 0.509 0.34
H -3.289 -0.523 1.173 0.15
C 7.751 3.725 0.976 -1.30
C 6.361 3.186 0.785 0.86
O 6.141 2.162 0.142 -0.65
N 5.324 3.865 1.351 -0.04
C 5.367 5.075 2.137 -0.89
H 8.467 3.074 0.466 0.28
H 7.828 4.727 0.544 0.36
H 8.003 3.748 2.039 0.36
H 4.421 3.437 1.177 0.11
H 4.931 4.859 3.116 0.30
H 4.758 5.829 1.633 0.27
H 6.383 5.453 2.266 0.35
```

Summary:
gap between HOMO and LUMO = 7.178 eV
E = -48373.3561 eV
total charge = +1
spin multiplicity = 1